1.
A cluster of 6 separate species, C8H31BO9 in total at a distorted geometry, computed with wB97M-V/def2-TZVPD.

- HOMO-LUMO gap (eV) = 8.2649
- energy relative to the best compared isomer or geometry (same formula, charge and spin) (kcal per mole) = 76.5
- lowest unoccupied orbital energy (eV) = -1.161
- HOMO level (Ha) = -0.3464

Each line ends with the Löwdin charge.
Positions of all 49 atoms, in Å:
O -15.2786 19.7296 -24.3688  0.32
H -14.3874 20.0141 -24.5844  0.19
H -15.6122 19.3221 -25.1715  0.18
H -15.8652 20.4275 -24.0682  0.05
B -16.6789 21.5052 -22.7025  -0.39
H -15.7358 21.5919 -22.1855  0.00
H -16.9484 20.4682 -22.5753  0.02
H -17.4095 22.1252 -22.2064  0.01
H -16.5240 21.6929 -23.7536  0.02
C -17.1996 21.2952 -19.3667  -0.20
C -18.4667 20.5164 -19.6186  -0.29
O -18.9405 20.5937 -20.8784  -0.07
O -16.0520 20.7042 -20.0256  -0.10
H -16.9328 21.3943 -18.3145  0.12
H -17.3008 22.3276 -19.7014  0.11
H -19.2005 20.9499 -18.9391  0.12
H -18.2818 19.4427 -19.5856  0.12
H -18.2179 20.7769 -21.4833  0.00
H -16.0637 20.8633 -20.9723  -0.03
C -15.2618 17.2412 -20.5521  -0.26
C -15.3176 17.8924 -21.9058  -0.21
O -14.1667 17.4762 -22.6999  -0.08
O -15.3848 15.8656 -20.6931  -0.05
H -16.0875 17.6279 -19.9547  0.12
H -14.3675 17.4680 -19.9716  0.13
H -15.2693 18.9646 -21.7153  0.10
H -16.2243 17.5848 -22.4267  0.13
H -14.0045 16.5429 -22.5443  0.06
H -14.6366 15.4860 -21.1596  0.08
C -20.9334 23.6618 -23.5049  -0.23
C -19.8738 22.5210 -23.3718  -0.20
O -18.7158 22.7973 -24.1748  -0.11
O -21.8333 23.6012 -24.5936  -0.08
H -20.5455 24.6796 -23.5472  0.12
H -21.6036 23.5635 -22.6510  0.11
H -20.2453 21.5235 -23.6069  0.12
H -19.4964 22.6309 -22.3552  0.10
H -17.9293 22.5451 -23.6855  -0.03
H -22.6167 23.2618 -24.1545  0.07
C -14.1690 24.5924 -22.8044  -0.22
C -15.5315 25.0045 -22.1872  -0.20
O -15.9085 24.0807 -21.1539  -0.09
O -14.1143 23.3170 -23.4388  -0.09
H -13.4576 24.5199 -21.9818  0.12
H -13.9140 25.4021 -23.4881  0.12
H -16.4126 25.0980 -22.8220  0.12
H -15.3265 25.9386 -21.6642  0.11
H -16.4764 23.4272 -21.5687  0.01
H -14.5112 22.7235 -22.7971  0.03

***

2.
A cluster of 2 separate species, C4H10O2 in total at a distorted geometry, computed with wB97M-V/def2-TZVPD.

- SMILES = C=CO.CCO
- HOMO-LUMO gap (eV) = 8.8132
- energy relative to the best compared isomer or geometry (same formula, charge and spin) (kcal per mole) = 102.6
- lowest unoccupied orbital energy (eV) = 0.754
- HOMO level (Ha) = -0.2962

Each line ends with the Löwdin charge.
Positions of all 16 atoms, in Å:
C 0.7739 2.1230 -1.2688  -0.03
C 0.2597 1.5488 -0.1758  -0.37
O 0.8857 1.0060 0.8436  0.00
H 0.2790 3.0696 -1.6197  0.05
H 0.9499 1.6926 -2.2549  0.05
H -0.8005 1.7867 0.0696  0.11
H 0.8350 0.0219 1.0007  0.07
C -1.2556 -1.2847 -0.8033  -0.10
C -0.1044 -1.8089 0.0234  -0.22
O -0.1838 -1.1856 1.4109  -0.10
H -1.0660 -1.3791 -1.9791  0.13
H -1.4665 -0.2504 -0.5725  0.04
H -2.1734 -1.8358 -0.5507  0.07
H -0.0427 -2.9193 0.1116  0.12
H 0.8333 -1.4170 -0.4685  0.12
H -1.0052 -0.8018 1.5747  0.05

***

3.
A structure of composition C38H36N3O4ReS6 at a distorted geometry, computed with wB97M-V/def2-TZVPD.

- 2S+1 = 2
- HOMO-LUMO gap (alpha / beta) (eV) = 6.0527 / 6.2441
- energy relative to the best compared isomer or geometry (same formula, charge and spin) (kcal per mole) = 19.0
- <S²> = 0.94
- lowest unoccupied orbital energy (alpha / beta) (eV) = 2.032 / 2.135
- net charge = -1
- HOMO level (alpha / beta) (Ha) = -0.1478 / -0.1510

Each line ends with the Löwdin charge.
Positions of all 88 atoms, in Å:
Re -0.1148 -0.4147 -0.1811  1.10
C -1.9071 -4.0048 -2.7033  -0.14
C -1.0665 -3.1120 -1.8074  -0.74
S -1.6952 -1.5094 -1.5273  0.66
C 0.0887 -3.5232 -1.2535  -0.76
C 0.6595 -4.8963 -1.5123  -0.14
S 1.0415 -2.5092 -0.2060  0.66
H -2.7745 -3.4591 -3.0779  0.05
H -2.2737 -4.8838 -2.1633  0.07
H -1.3397 -4.3620 -3.5676  0.07
H -0.1175 -5.6183 -1.7729  0.06
H 1.1898 -5.2606 -0.6303  0.06
H 1.3798 -4.8667 -2.3368  0.08
C 5.1807 5.0861 4.3303  -0.06
C 4.4288 3.8931 3.7943  -0.28
C 4.1875 2.7804 4.5973  -0.04
C 3.4300 1.7161 4.1338  -0.05
C 2.9078 1.7545 2.8445  -0.26
C 3.1615 2.8401 2.0192  -0.07
C 3.9235 3.8967 2.4986  -0.03
S 1.6848 0.5225 2.4610  0.55
O 0.4574 1.0191 3.0700  -0.37
O 2.1719 -0.7304 3.0031  -0.32
N 1.5134 0.5070 0.8936  -0.36
C 2.7471 0.3523 0.0842  -0.20
C 2.3624 0.5923 -1.3646  -0.61
O 3.1859 0.9647 -2.1739  0.06
O 1.0993 0.3248 -1.6474  -0.24
H 5.8634 4.7992 5.1317  0.07
H 4.4830 5.8238 4.7362  0.08
H 5.7570 5.5777 3.5450  0.07
H 4.5900 2.7526 5.6051  0.11
H 3.2297 0.8549 4.7607  0.11
H 2.7521 2.8719 1.0185  0.09
H 4.1107 4.7498 1.8535  0.12
H 3.1752 -0.6530 0.1508  0.10
H 3.5218 1.0647 0.3508  0.10
S -3.0789 2.9753 0.7388  0.93
C -1.4226 2.2241 0.8639  -0.85
N -1.2713 1.3125 -0.2326  -0.26
C -1.9457 1.8498 -1.3390  -0.36
C -1.7346 1.5385 -2.6788  -0.06
C -2.5114 2.1618 -3.6525  -0.10
C -3.4893 3.0882 -3.3154  -0.12
C -3.7101 3.4022 -1.9763  -0.11
C -2.9516 2.7727 -1.0078  -0.49
H -1.2631 1.7770 1.8305  -0.02
H -0.9524 0.8453 -2.9511  0.07
H -2.3347 1.9243 -4.6956  0.10
H -4.0717 3.5757 -4.0883  0.09
H -4.4579 4.1347 -1.6939  0.10
N -0.9882 -1.2643 1.5752  -0.48
S -1.9540 -0.5534 2.6793  1.10
C -1.4697 -1.2264 4.2515  -0.39
C -1.4169 -0.3667 5.3347  -0.08
C -1.0432 -0.8721 6.5721  -0.07
C -0.7145 -2.2147 6.7022  -0.08
C -0.7626 -3.0611 5.5994  -0.06
C -1.1476 -2.5707 4.3621  -0.05
C -3.5109 -1.4288 2.4759  -0.36
C -3.6877 -2.2405 1.3705  -0.07
C -4.9205 -2.8618 1.1944  -0.06
C -5.9447 -2.6640 2.1082  -0.09
C -5.7526 -1.8281 3.2060  -0.09
C -4.5335 -1.1971 3.3884  -0.08
H -0.2122 -1.7366 2.0383  -0.02
H -1.6313 0.6873 5.2018  0.11
H -0.9921 -0.2113 7.4283  0.10
H -0.4121 -2.6041 7.6668  0.10
H -0.4975 -4.1058 5.7008  0.11
H -1.1946 -3.2210 3.4952  0.12
H -2.8758 -2.3695 0.6613  0.05
H -5.0756 -3.4951 0.3288  0.11
H -6.8998 -3.1552 1.9659  0.10
H -6.5552 -1.6638 3.9143  0.10
H -4.3765 -0.5390 4.2380  0.11
S -0.1058 3.5595 0.6530  0.95
C -0.3331 4.5731 2.0728  -0.54
C -0.6764 4.0651 3.3279  -0.09
C -0.8258 4.9179 4.4160  -0.09
C -0.6096 6.2832 4.2824  -0.11
C -0.2361 6.7902 3.0432  -0.10
C -0.1086 5.9467 1.9481  -0.12
H -0.7910 2.9972 3.4655  0.08
H -1.1008 4.5062 5.3813  0.10
H -0.7302 6.9447 5.1325  0.09
H -0.0577 7.8528 2.9246  0.09
H 0.1590 6.3469 0.9762  0.10

***

4.
A cluster of 2 separate species, CHBr2NO in total at a distorted geometry, computed with wB97M-V/def2-TZVPD.

- SMILES = [O-][N+]#CBr.Br
- HOMO-LUMO gap (eV) = 9.7264
- energy relative to the best compared isomer or geometry (same formula, charge and spin) (kcal per mole) = 64.6
- lowest unoccupied orbital energy (eV) = -0.253
- HOMO level (Ha) = -0.3667

Each line ends with the Löwdin charge.
Positions of all 6 atoms, in Å:
O 0.4633 2.0716 0.6615  0.04
N -0.2868 1.2483 0.2777  -0.23
C -0.8132 0.3602 -0.2354  -0.63
Br -2.0951 -0.8179 -0.8103  0.79
Br 2.0473 -1.3683 0.2106  0.39
H 0.6845 -1.4939 -0.1039  -0.35

***

- energy relative to the best compared isomer or geometry (same formula, charge and spin) of number 2 (C4H10O2)?
  102.6 kcal per mole

***

- Which of these has the lowest energy relative to the best compared isomer or geometry (same formula, charge and spin)?
  C38H36N3O4ReS6

***

- What is the energy relative to the best compared isomer or geometry (same formula, charge and spin) in the third record?
  19.0 kcal per mole

***

- energy relative to the best compared isomer or geometry (same formula, charge and spin) of number 1 (C8H31BO9)?
  76.5 kcal per mole